[1]
{"formula": "C4H14O3", "method": "ωB97M-V with the def2-TZVPD basis set", "energy_ev": -10506.8460, "homo_ev": -8.566, "lumo_energy_ev": -5.1, "homo_lumo_gap_ev": 3.48, "spin_multiplicity": 1, "e_above_lowest_kcal_mol": 255.59, "species": ["C", "C", "C", "C", "H", "H", "H", "H", "H", "H", "H", "H", "H", "H", "O", "H", "H", "O", "H", "H", "O"], "xyz": [[-2.102, 0.030, 0.215], [-0.865, 0.861, 0.183], [0.125, 0.777, 1.126], [1.633, 0.778, 0.927], [-1.820, -0.722, -0.528], [-2.468, -0.494, 1.102], [-2.901, 0.550, -0.303], [-0.704, 1.349, -0.884], [-0.248, 0.499, 2.140], [2.072, 1.430, 1.689], [2.161, -0.167, 0.902], [1.736, 1.300, -0.028], [1.458, 1.953, -2.529], [0.639, -1.641, 2.316], [0.966, 1.754, -1.719], [0.083, -2.002, 1.072], [0.405, -2.995, 0.160], [-0.163, -2.207, 0.107], [0.063, -0.899, -1.417], [0.228, 0.338, -2.320], [-0.300, -0.493, -2.210]], "atomic_forces_ev_per_a": [[0.18, 0.49, 0.00], [-0.52, 0.27, -3.09], [0.91, -0.66, 1.24], [-2.35, 2.04, 0.64], [-0.11, -0.29, -0.05], [0.43, 0.46, 0.14], [-0.34, 0.20, 0.07], [0.03, -0.97, 2.70], [0.45, 0.42, -0.90], [0.08, -0.57, 0.48], [-0.10, -0.78, -0.03], [0.27, -0.20, -1.22], [0.31, 0.00, 0.29], [0.53, -0.45, -0.05], [0.05, 0.42, -0.30], [-0.55, 0.82, 0.06], [-0.23, -0.25, -1.10], [0.89, -0.48, 1.35], [0.19, -0.28, -0.03], [-0.11, -0.21, 0.34], [-0.01, 0.03, -0.55]]}

[2]
{"formula": "C23H49N2O2OsP3", "method": "ωB97M-V with the def2-TZVPD basis set", "charge": 4, "energy_ev": -62009.1049, "homo_ev": [-19.671, -19.598], "lumo_energy_ev": [-12.7, -16.3], "homo_lumo_gap_ev": [6.94, 3.26], "spin_multiplicity": 5, "e_above_lowest_kcal_mol": 99.50, "species": ["Os", "P", "P", "P", "H", "C", "C", "H", "C", "C", "C", "C", "C", "C", "C", "C", "C", "H", "H", "H", "H", "H", "H", "H", "H", "H", "H", "H", "H", "H", "H", "H", "H", "H", "H", "H", "H", "H", "H", "H", "H", "H", "H", "H", "H", "H", "C", "C", "C", "C", "C", "C", "O", "H", "H", "H", "H", "H", "H", "C", "N", "C", "C", "C", "N", "C", "C", "O", "H", "H", "H", "H", "H", "H", "H", "H", "H", "H", "H", "H"], "xyz": [[0.562, 0.331, -0.279], [2.185, -0.714, 1.005], [1.825, 2.235, -0.260], [-0.502, -1.974, -0.239], [0.887, 2.721, -3.704], [0.232, 1.868, -3.525], [-0.776, 1.956, -2.631], [-0.767, 2.702, -1.819], [3.462, -1.536, -0.030], [3.178, 0.127, 2.333], [1.752, -2.111, 2.148], [1.508, 3.800, -1.170], [1.921, 2.897, 1.455], [3.582, 1.894, -0.669], [-2.081, -2.286, -1.147], [-1.165, -2.674, 1.349], [0.580, -3.292, -0.962], [0.241, 1.048, -4.276], [-1.745, 1.554, -2.908], [4.352, -1.705, 0.592], [3.716, -0.895, -0.880], [3.082, -2.500, -0.387], [3.764, -0.635, 2.871], [2.502, 0.602, 3.059], [3.890, 0.858, 1.938], [1.585, -3.044, 1.602], [0.863, -1.843, 2.731], [2.564, -2.295, 2.866], [2.319, 4.518, -0.949], [0.555, 4.223, -0.827], [1.437, 3.654, -2.259], [2.935, 2.810, 1.855], [1.230, 2.350, 2.100], [1.615, 3.952, 1.450], [4.058, 2.814, -1.030], [3.640, 1.133, -1.452], [4.142, 1.534, 0.201], [-2.660, -3.102, -0.698], [-1.854, -2.564, -2.183], [-2.678, -1.367, -1.122], [-1.968, -3.393, 1.138], [-1.578, -1.852, 1.952], [-0.409, -3.207, 1.930], [-0.062, -4.027, -1.466], [1.174, -3.813, -0.201], [1.258, -2.866, -1.713], [-0.896, -0.843, -3.501], [0.301, -1.380, -4.076], [0.219, -1.983, -5.320], [-0.922, -1.803, -6.106], [-2.051, -1.122, -5.592], [-2.088, -0.720, -4.272], [-0.889, -0.411, -2.268], [1.261, 0.082, -1.770], [1.218, -1.216, -3.507], [1.104, -2.531, -5.659], [-0.946, -2.150, -7.148], [-2.927, -0.897, -6.214], [-2.995, -0.315, -3.804], [0.008, 0.536, 4.515], [-1.266, 0.634, 3.809], [-2.438, 0.466, 4.646], [-3.710, 0.586, 3.835], [-3.553, 1.401, 2.569], [-2.438, 0.913, 1.810], [-2.432, 1.180, 0.390], [-1.279, 0.704, 2.461], [-0.160, 0.577, 1.841], [0.647, 1.391, 4.245], [0.529, -0.408, 4.280], [-0.216, 0.568, 5.595], [-2.373, -0.515, 5.153], [-2.389, 1.210, 5.458], [-4.487, 1.086, 4.427], [-4.045, -0.429, 3.580], [-3.424, 2.464, 2.836], [-4.423, 1.314, 1.919], [-3.287, 0.674, -0.067], [-2.531, 2.252, 0.191], [-1.477, 0.797, -0.046]], "atomic_forces_ev_per_a": [[-1.66, -2.35, 0.83], [2.73, -1.89, 2.11], [2.29, 2.85, 0.32], [-1.20, -2.11, 0.67], [0.42, -0.72, 0.27], [-0.50, 0.10, -0.90], [-0.24, 1.07, -0.29], [-0.10, -0.18, -0.68], [-0.33, 0.36, -0.38], [-0.12, 0.92, -0.29], [-0.85, -0.05, -0.25], [-0.48, -0.16, -0.44], [-0.46, 0.03, 0.29], [-0.07, -0.17, -0.32], [-0.27, 0.30, -0.42], [0.34, 0.02, 0.38], [-0.12, 0.11, -0.12], [0.00, 1.01, 0.37], [0.15, -0.38, 0.64], [-0.24, 0.07, -0.11], [0.16, -0.31, 0.15], [0.16, 0.31, 0.08], [-0.31, 0.09, -0.48], [0.25, -0.10, -0.29], [-0.27, -0.11, 0.25], [-0.01, 0.28, 0.20], [0.29, -0.15, -0.17], [-0.03, 0.29, -0.48], [-0.33, -0.44, 0.00], [0.24, 0.04, -0.01], [0.27, 0.20, 0.65], [-0.20, 0.14, -0.18], [0.20, 0.18, -0.01], [0.16, -0.27, -0.04], [-0.10, -0.21, 0.12], [0.12, 0.25, -0.03], [-0.16, 0.15, -0.29], [0.39, 0.21, -0.01], [-0.31, 0.05, 0.37], [-0.06, -0.42, -0.13], [0.31, 0.33, -0.04], [0.09, -0.30, -0.10], [-0.31, 0.21, -0.11], [0.17, 0.12, 0.26], [-0.19, 0.14, -0.27], [-0.11, -0.12, 0.19], [-0.68, 0.89, 1.39], [-0.62, 0.83, 1.17], [0.00, -0.58, -1.75], [0.61, -0.35, -0.52], [-0.17, -0.57, -2.16], [0.66, 0.46, 2.73], [-0.10, 0.18, -1.81], [0.47, 0.17, 1.24], [-0.12, -0.44, -0.34], [-0.45, 0.14, -0.33], [0.05, 0.04, 0.53], [0.39, -0.30, -0.03], [0.41, -0.10, -0.29], [0.39, -0.02, 0.13], [0.69, -0.11, -1.36], [-0.46, 0.33, 0.76], [-0.91, -0.46, 0.11], [-0.70, 0.52, 0.57], [1.49, -0.24, -0.47], [-0.21, 0.22, 0.11], [-0.47, -0.04, 1.56], [0.85, -0.08, -1.48], [-0.17, -0.32, 0.25], [-0.21, 0.39, 0.23], [0.27, 0.01, -0.56], [-0.07, 0.33, -0.33], [0.00, -0.11, -0.40], [0.12, -0.44, -0.03], [-0.17, 0.35, 0.01], [0.07, -0.20, -0.27], [-0.19, 0.05, 0.28], [0.28, -0.07, -0.16], [0.15, -0.03, -0.05], [-0.91, 0.20, -0.06]]}

[3]
{"formula": "C28H44BeBrNOP2", "method": "ωB97M-V with the def2-TZVPD basis set", "charge": 2, "energy_ev": -122291.7063, "homo_ev": [-13.535, -13.540], "lumo_energy_ev": [-7.6, -8.6], "homo_lumo_gap_ev": [5.95, 4.95], "spin_multiplicity": 1, "e_above_lowest_kcal_mol": 0.00, "species": ["C", "C", "C", "C", "N", "C", "C", "C", "C", "C", "C", "C", "C", "C", "Be", "P", "H", "H", "H", "H", "H", "H", "H", "H", "C", "C", "H", "H", "H", "H", "H", "C", "C", "H", "H", "H", "H", "H", "C", "C", "H", "H", "H", "H", "H", "Br", "P", "C", "C", "H", "H", "H", "H", "H", "C", "C", "H", "H", "H", "H", "H", "C", "C", "H", "H", "H", "H", "H", "C", "C", "C", "O", "H", "H", "H", "H", "H", "H"], "xyz": [[-2.740, 1.427, -8.371], [-1.569, 1.999, -7.811], [-0.764, 2.768, -8.666], [-1.116, 2.900, -10.019], [-2.217, 2.341, -10.520], [-3.002, 1.622, -9.733], [-1.136, 1.765, -6.432], [-0.726, 1.385, -5.337], [-0.394, 0.596, -4.190], [-1.461, 0.243, -3.334], [-1.197, -0.409, -2.112], [0.156, -0.494, -1.791], [1.170, -0.553, -2.727], [0.914, 0.124, -3.937], [0.274, 0.718, -0.510], [-0.211, 2.723, 0.411], [0.150, 3.251, -8.307], [-3.437, 0.823, -7.780], [-0.488, 3.467, -10.701], [-3.885, 1.171, -10.206], [1.693, 0.287, -4.694], [-2.472, 0.489, -3.635], [2.123, -1.040, -2.522], [-2.011, -0.775, -1.489], [0.444, 2.701, 2.150], [0.811, 4.019, 2.844], [1.320, 2.032, 2.081], [-0.316, 2.156, 2.742], [1.095, 3.788, 3.884], [1.682, 4.504, 2.371], [-0.029, 4.729, 2.879], [0.360, 4.168, -0.524], [-0.665, 4.825, -1.442], [1.160, 3.751, -1.154], [0.833, 4.875, 0.176], [-0.129, 5.442, -2.171], [-1.238, 4.074, -2.007], [-1.354, 5.475, -0.888], [-2.016, 2.863, 0.633], [-2.525, 3.974, 1.552], [-2.326, 1.868, 0.992], [-2.419, 2.975, -0.382], [-3.621, 4.023, 1.484], [-2.275, 3.787, 2.604], [-2.139, 4.964, 1.273], [2.238, 0.054, 0.555], [4.724, 1.879, -1.578], [3.619, 2.834, -0.467], [4.351, 3.987, 0.206], [3.184, 2.135, 0.269], [2.796, 3.216, -1.078], [3.671, 4.832, 0.384], [4.768, 3.684, 1.175], [5.171, 4.343, -0.435], [5.047, 0.208, -0.869], [6.429, -0.410, -1.112], [4.249, -0.448, -1.237], [4.885, 0.310, 0.212], [6.529, -1.313, -0.492], [6.576, -0.711, -2.157], [7.233, 0.283, -0.831], [3.746, 1.655, -3.103], [4.409, 2.422, -4.258], [2.724, 2.016, -2.940], [3.675, 0.583, -3.316], [4.037, 2.068, -5.228], [4.199, 3.491, -4.193], [5.500, 2.286, -4.242], [-0.140, -2.361, 0.939], [-0.914, -1.139, 1.276], [-1.980, -1.238, 2.326], [-0.732, -0.002, 0.746], [-0.441, -3.185, 1.614], [0.935, -2.150, 1.077], [-0.309, -2.672, -0.104], [-1.684, -0.606, 3.179], [-2.948, -0.890, 1.927], [-2.108, -2.268, 2.680]], "atomic_forces_ev_per_a": [[0.20, -0.04, 0.36], [-0.15, 0.22, -0.20], [0.29, 0.07, -0.26], [-0.36, -0.33, 0.89], [0.38, 0.20, -0.44], [-0.01, -0.10, 0.63], [0.24, -0.92, 0.81], [-0.56, 0.05, -1.95], [-0.31, 0.49, 0.00], [0.20, -0.53, 0.79], [-0.41, 0.78, -1.62], [-0.43, -1.13, -0.30], [0.09, 1.01, -1.51], [0.19, -0.48, 0.41], [0.44, -0.49, 3.08], [-0.39, -0.58, 0.05], [-0.38, -0.25, -0.06], [0.41, 0.26, -0.13], [-0.13, -0.05, 0.09], [0.38, 0.22, 0.31], [-0.39, -0.21, 0.38], [0.04, -0.05, 0.07], [-0.12, 0.41, 0.13], [0.25, 0.41, 0.12], [0.34, -0.41, -0.30], [0.06, 0.06, 0.06], [-0.32, 0.32, 0.31], [0.25, 0.18, -0.35], [-0.10, 0.15, -0.41], [-0.38, -0.13, 0.15], [0.32, -0.20, -0.07], [0.73, 0.18, 0.11], [-0.08, 0.16, -0.13], [-0.28, 0.37, 0.21], [-0.21, -0.03, -0.34], [-0.22, -0.04, 0.14], [0.10, 0.27, 0.15], [0.10, -0.26, -0.21], [-0.10, -0.17, -0.29], [-0.19, 0.14, 0.11], [0.00, 0.37, -0.10], [-0.10, -0.04, 0.22], [0.30, 0.00, 0.05], [0.00, 0.05, -0.29], [-0.06, -0.27, 0.07], [-0.65, -0.13, -0.27], [-2.11, -1.30, 0.62], [0.46, 0.38, 0.08], [0.34, 0.55, 0.29], [0.36, 0.21, -0.45], [0.47, -0.22, -0.11], [0.21, -0.25, -0.02], [0.00, 0.11, -0.29], [-0.24, 0.16, 0.39], [0.94, 0.04, 0.37], [0.24, -0.04, -0.14], [0.08, 0.34, -0.09], [0.06, 0.16, -0.30], [-0.05, 0.30, -0.20], [-0.02, 0.13, 0.21], [-0.19, -0.24, -0.06], [0.44, 0.19, -0.47], [0.12, -0.09, -0.47], [0.26, -0.04, 0.19], [0.29, 0.16, 0.06], [0.10, 0.12, 0.27], [0.07, -0.07, 0.03], [-0.32, 0.03, -0.16], [0.17, -0.45, 0.37], [-0.20, 1.47, -0.43], [-0.11, -0.18, 0.14], [-0.53, -1.87, 0.42], [0.21, 0.41, -0.51], [-0.42, -0.09, -0.21], [0.11, 0.19, 0.24], [-0.21, -0.09, -0.26], [0.42, 0.09, 0.16], [0.07, 0.35, -0.08]]}

[4]
{"formula": "C5H7O4Y", "method": "ωB97M-V with the def2-TZVPD basis set", "charge": 1, "energy_ev": -14523.1096, "homo_ev": [-12.231, -13.466], "lumo_energy_ev": [-4.9, -5.1], "homo_lumo_gap_ev": [7.31, 8.38], "spin_multiplicity": 2, "e_above_lowest_kcal_mol": 0.00, "species": ["O", "Y", "C", "C", "H", "H", "H", "H", "C", "C", "H", "H", "O", "C", "O", "O", "H"], "xyz": [[-2.647, 1.210, -0.128], [-0.601, 0.796, -0.144], [-3.665, 0.244, -0.053], [-3.125, -1.035, 0.510], [-4.491, 0.612, 0.587], [-4.097, 0.057, -1.055], [-2.397, -0.996, 1.326], [-3.401, -1.994, 0.060], [0.596, -2.384, -0.805], [0.795, -1.085, -0.519], [-0.237, -2.640, -1.464], [1.358, -3.157, -0.658], [2.067, -0.875, 0.148], [2.224, 0.274, 0.735], [1.353, 1.141, 0.851], [3.399, 0.359, 1.309], [3.501, 1.218, 1.742]], "atomic_forces_ev_per_a": [[1.50, -0.16, 0.04], [-1.74, 0.23, -0.49], [-0.51, -0.36, 0.08], [0.25, 0.05, -0.73], [0.19, -0.01, -0.19], [0.10, 0.11, 0.39], [-0.35, -0.17, 0.02], [0.18, 0.28, 0.46], [0.53, 0.74, -0.90], [-0.67, -0.88, 0.09], [-0.02, -0.03, 0.58], [-0.29, 0.26, 0.17], [0.39, 0.58, 0.20], [1.31, -2.04, 0.58], [-0.66, 1.14, 0.02], [-0.22, 0.16, -0.41], [0.00, 0.11, 0.09]]}

[5]
{"formula": "C9H26BO10P2", "method": "ωB97M-V with the def2-TZVPD basis set", "charge": -1, "energy_ev": -49488.0565, "homo_ev": -3.784, "lumo_energy_ev": 2.4, "homo_lumo_gap_ev": 6.16, "spin_multiplicity": 1, "species": ["C", "B", "O", "C", "C", "O", "H", "H", "H", "H", "H", "H", "H", "H", "C", "O", "P", "O", "O", "C", "O", "C", "H", "H", "H", "H", "H", "H", "H", "H", "H", "C", "O", "P", "O", "O", "C", "O", "C", "H", "H", "H", "H", "H", "H", "H", "H", "H"], "xyz": [[-3.604, -2.307, 2.161], [-3.681, -0.820, 1.453], [-2.508, -0.035, 1.946], [-1.453, -0.148, 1.027], [-2.154, -0.477, -0.316], [-3.478, -0.823, -0.042], [-3.775, -2.155, 3.232], [-2.572, -2.672, 2.070], [-4.303, -3.045, 1.758], [-4.765, -0.266, 1.690], [-0.940, 0.818, 1.099], [-0.731, -0.956, 1.218], [-1.696, -1.415, -0.680], [-2.037, 0.276, -1.110], [-1.587, 3.725, -3.339], [-0.476, 2.819, -3.277], [-0.169, 1.713, -4.406], [1.234, 1.392, -4.080], [-0.377, 2.648, -5.705], [0.637, 3.606, -6.000], [-0.685, 0.362, -5.109], [-1.627, -0.493, -4.413], [-2.090, 3.724, -2.374], [-1.198, 4.726, -3.528], [-2.298, 3.466, -4.121], [1.415, 3.618, -5.237], [0.181, 4.595, -6.070], [1.076, 3.353, -6.965], [-2.573, 0.020, -4.241], [-1.213, -0.826, -3.461], [-1.804, -1.355, -5.049], [3.901, -0.095, 4.762], [3.655, -1.506, 4.761], [2.713, -2.193, 3.674], [2.966, -3.634, 3.677], [3.292, -1.451, 2.359], [4.457, -1.978, 1.730], [1.216, -1.811, 3.372], [0.373, -1.316, 4.443], [3.771, 0.279, 5.776], [4.934, 0.072, 4.460], [3.241, 0.444, 4.085], [4.870, -2.822, 2.283], [5.208, -1.189, 1.660], [4.192, -2.298, 0.723], [0.771, -0.378, 4.831], [0.308, -2.055, 5.242], [-0.617, -1.135, 4.030]], "atomic_forces_ev_per_a": [[0.26, 0.51, -0.22], [-0.13, -0.21, -0.04], [0.16, -0.04, 0.41], [-0.89, 0.60, 0.07], [0.36, -1.43, -0.15], [-0.06, 0.58, 0.15], [-0.18, -0.17, 0.04], [-0.06, -0.26, -0.10], [-0.01, -0.09, 0.09], [0.12, 0.06, 0.15], [0.36, -0.11, -0.56], [-0.05, 0.03, 0.42], [0.43, 0.32, -0.39], [-0.21, 0.24, 0.15], [-0.11, 0.07, 0.18], [-2.10, -1.08, 0.15], [5.06, 0.85, -1.70], [-0.10, 0.01, 0.18], [-0.35, -0.37, -0.16], [-0.05, 0.26, 0.07], [-2.56, 0.61, 1.46], [0.09, -0.16, 0.05], [0.01, -0.09, 0.00], [0.04, -0.04, -0.06], [0.03, -0.01, -0.04], [0.00, -0.08, -0.01], [-0.03, -0.02, 0.01], [0.03, -0.04, 0.02], [0.00, 0.00, -0.01], [-0.01, 0.02, 0.00], [0.06, 0.03, -0.05], [0.04, 0.10, 0.09], [-1.29, 0.43, 0.87], [1.73, -1.00, -3.23], [-0.17, -0.10, 0.68], [-0.13, -0.21, -0.02], [0.12, 0.10, -0.01], [-0.08, 0.99, 1.80], [-0.20, -0.09, -0.06], [-0.06, -0.06, 0.01], [-0.02, -0.03, -0.07], [-0.01, -0.04, -0.04], [-0.06, -0.03, -0.01], [-0.03, 0.01, 0.02], [0.00, -0.04, 0.01], [0.00, 0.00, 0.00], [-0.02, 0.01, -0.01], [0.05, -0.05, -0.16]]}

Q: Number 2 is which compound?
A: C23H49N2O2OsP3